Record 1
This record from OMol25 describes a molecular structure, C25H26BiF5N5S2Te. The level of theory is the ωB97M-V functional and the def2-TZVPD basis.

The geometry in XYZ format:
```
65
Properties=species:S:1:pos:R:3
Bi 0.458 -0.440 -0.520
C 0.921 3.123 2.559
C 0.528 1.952 1.780
N 1.266 1.392 0.843
C 2.545 1.896 0.489
C 3.587 0.832 0.330
N 3.058 -0.362 -0.338
C 3.285 -0.508 -1.758
C 2.549 0.546 -2.551
N 1.168 0.549 -2.186
C 0.373 1.701 -2.547
C -1.045 1.336 -2.564
N -1.289 0.778 -1.230
C -2.543 0.574 -0.817
C -3.659 1.240 -1.591
C -2.184 -0.460 1.643
C -3.297 0.163 2.382
C -3.096 1.643 2.469
C -1.977 2.306 2.169
C -0.853 1.423 1.984
N -0.917 0.141 1.868
H 0.347 3.119 3.448
H 0.647 4.045 2.016
H 2.025 3.106 2.797
H 2.955 2.581 1.253
H 2.433 2.361 -0.473
H 3.942 0.544 1.363
H 4.498 1.127 -0.244
H 3.447 -1.184 0.093
H 2.943 -1.425 -2.114
H 4.320 -0.309 -1.990
H 2.604 0.453 -3.637
H 3.026 1.522 -2.339
H 6.855 1.975 1.295
H 0.707 2.039 -3.530
H 0.493 2.560 -1.803
H -1.230 0.653 -3.415
H -1.627 2.266 -2.728
H -3.408 1.200 -2.670
H -3.643 2.343 -1.355
H -4.632 0.843 -1.374
H -3.651 -0.341 3.302
H -4.034 2.167 2.716
H -2.001 3.418 2.236
F -6.187 -1.200 0.779
C -4.915 -1.343 1.149
C -4.146 -0.047 1.144
F -4.995 0.972 0.803
C -2.917 -0.045 0.287
F 6.585 1.378 0.592
C -2.030 -2.034 1.838
S -0.376 -2.656 2.107
C -3.103 -2.824 1.983
F -2.966 -4.082 2.426
C -4.515 -2.476 1.708
F -5.399 -3.393 2.102
Te -0.326 -4.626 0.756
C 1.068 -4.129 -0.640
C 2.377 -4.456 -0.568
C 3.143 -4.142 -1.685
C 2.385 -3.619 -2.684
S 0.771 -3.441 -2.186
H 2.716 -4.974 0.331
H 4.151 -4.391 -1.772
H 2.786 -3.357 -3.732
```

total charge = +1
gap between HOMO and LUMO = 6.599 eV
energy relative to the best compared isomer or geometry (same formula, charge and spin) = 60.92 kcal per mole
E_HOMO = -0.3769 Eh
LUMO energy = -3.66 eV
M = 892.22 g mol⁻¹

Record 2
This record from OMol25 describes 3 unconnected molecules or ions with the total composition C5H12O3. The level of theory is the ωB97M-V functional and the def2-TZVPD basis.

The geometry in XYZ format:
```
20
Properties=species:S:1:pos:R:3
C -0.958 -1.183 0.395
C 0.152 0.076 -0.886
C 0.345 0.696 0.343
C 1.124 -0.885 -1.500
C -0.566 1.730 0.916
O -2.153 -0.760 0.945
O -0.128 -1.847 1.303
O 1.360 1.891 -0.971
H -1.965 -0.272 1.759
H -0.542 -2.691 1.544
H 2.286 1.621 -1.046
H -1.222 -1.807 -0.460
H -0.645 0.457 -1.515
H 1.136 0.319 0.980
H 0.627 -1.805 -1.819
H 1.567 -0.422 -2.381
H 1.920 -1.149 -0.803
H -1.447 1.890 0.294
H -0.014 2.668 0.968
H -0.877 1.473 1.934
```

gap between HOMO and LUMO (alpha / beta) = 8.008 / 8.006 eV
energy relative to the best compared isomer or geometry (same formula, charge and spin) = 119.46 kcal per mole
E_HOMO (alpha / beta) = -0.2758 / -0.2757 Eh
LUMO energy (alpha / beta) = 0.50 / 0.50 eV
M = 120.15 g mol⁻¹